[1]
Density functional theory data (the ωB97M-V functional and the def2-TZVPD basis) for a cluster of 2 separate species, C3H9NO2 in total at a distorted geometry.

Computed properties:
Expectation value of S²: 0.75
Strongest force on any atom in eV Å⁻¹: 2.459
Multiplicity: 2
Energy above the lowest of the compared OMol25 structures with the same formula, charge and spin in kcal/mol: 8.08
Net charge: +1
HOMO-LUMO gap (alpha / beta) in hartree: 0.370 / 0.179

```
15
Properties=species:S:1:pos:R:3:forces:R:3
H 3.868951 -1.022361 0.033231 -0.2 -0.6 0.1
N 2.936079 -0.810138 -0.320785 -0.2 2.3 -0.2
C -3.104617 -0.620682 0.917571 -0.7 1.0 0.8
H 2.067627 -1.010939 0.183563 0.3 -1.0 0.2
C -1.904262 0.152627 0.448080 -1.3 -1.2 -1.0
C 2.765349 0.426966 -1.040356 -1.2 -0.9 -1.9
H -1.363329 1.884425 -0.015220 0.0 0.2 0.0
H 3.106230 1.245865 -0.422661 0.1 0.5 0.6
H -2.893434 -1.669712 1.007517 0.2 -0.3 0.1
H -3.990790 -0.478552 0.280520 0.6 0.1 -0.2
H -3.429286 -0.184795 1.872082 0.1 -0.3 0.0
O -0.936460 -0.419320 -0.007736 0.8 0.9 0.2
H 1.707709 0.480573 -1.356342 0.3 0.3 0.8
O -2.120603 1.474237 0.425798 0.5 -0.3 0.1
H 3.290829 0.551811 -2.005258 0.6 -0.6 0.6
```
Positions in Å, forces in eV/Å.

Atomic partial charges in e from the Mulliken method, atoms 1 to 4: 0.332 -0.051 -0.927 0.348

[2]
Density functional theory data (the ωB97M-V functional and the def2-TZVPD basis) for a cluster of 3 separate species, C28H46N2O4 in total at a distorted geometry.

Computed properties:
Strongest force on any atom in eV Å⁻¹: 2.180
Net charge: 0
Structure (SMILES): CCCCCCCCCOC(=O)OC[C@@H](C)OCc1ccccc1.CCCC#N.CCCC#N
HOMO-LUMO gap in hartree: 0.367

```
80
Properties=species:S:1:pos:R:3:forces:R:3
H -1.611899 0.114111 1.392130 0.4 0.2 0.2
C 2.715326 -1.975113 -2.701151 1.0 0.3 1.2
C -4.884266 3.787182 -2.508373 -0.7 -0.4 -0.7
H 5.345841 -0.144950 -0.821764 0.1 0.1 0.1
O 0.366861 -0.391807 1.427004 0.3 -0.1 1.0
C -1.234973 -1.191192 -0.246817 0.0 -0.4 0.8
H 5.353655 -2.796945 4.588093 0.1 -0.1 0.0
H 5.133220 -5.236392 4.090502 0.0 0.0 0.0
C -2.707856 -1.495960 -0.537717 0.1 0.7 -0.3
H -2.943186 6.059690 1.981263 0.0 0.0 0.0
H -6.029393 2.289122 -1.444905 -0.3 0.0 -0.3
H -5.990530 2.053650 -3.239051 -0.2 -0.1 0.2
H -3.052304 -2.377803 0.006641 0.1 0.0 0.0
H 5.802380 -0.632419 0.812710 0.0 0.1 0.0
H -0.530108 4.983391 0.175333 0.0 0.0 0.0
H -1.281784 5.817233 2.539293 0.0 0.0 0.0
H -4.350402 -0.610187 0.517630 0.2 0.2 0.2
C -1.000991 -0.771790 1.207046 -1.0 0.3 -0.9
C 3.252918 -3.236553 4.668365 0.1 0.0 0.1
O 2.935190 -0.726093 -0.719391 0.2 -0.1 0.4
C 0.990295 -2.664862 -4.176688 -0.5 -0.5 0.8
H -1.429569 3.395970 1.883048 0.0 0.0 -0.1
C 1.592459 -1.931360 -5.154300 -0.7 0.2 -2.1
C 3.374843 -1.920030 -1.332787 -0.7 -0.6 -1.1
H -3.062738 3.660087 1.291567 0.0 0.0 -0.1
C 4.302038 -5.734216 5.944456 -0.3 -0.6 0.4
H -3.727107 1.237928 -3.106361 0.1 0.1 0.1
C -2.089135 4.137093 1.426803 0.0 0.1 0.2
H 4.735340 -3.056705 6.211088 0.1 -0.1 0.0
H 3.246771 -0.664364 -5.735153 -0.2 -0.1 -0.2
H -1.342817 -1.523600 1.919075 0.4 -0.2 -0.1
H -3.492567 1.966355 -1.525936 0.0 -0.2 0.1
H 1.137851 -1.886380 -6.139727 0.0 -0.1 0.0
C 2.756989 -1.237463 -4.960032 0.6 0.4 0.2
H -5.207824 5.113763 -4.211688 -0.1 0.1 0.0
N 3.630843 -6.407945 6.599253 0.5 0.5 -0.5
O 0.895348 -2.583919 1.582344 0.1 1.3 0.0
C -2.240900 5.322616 2.373210 0.0 0.0 0.0
H 4.237744 -0.727613 -3.502490 0.0 0.0 0.0
H -2.773135 -1.731963 -1.603704 0.0 -0.2 0.1
H 0.075959 -3.223050 -4.325545 0.0 0.1 -0.3
C -1.517001 4.532735 0.061266 -0.3 0.0 0.1
H 3.063943 -2.830096 -0.803099 0.1 0.2 0.3
H -4.511859 -0.714399 -2.270851 0.0 -0.2 0.2
H -4.759852 4.204074 -1.510375 0.0 0.1 -0.1
H -1.414148 3.651858 -0.574331 0.0 0.0 -0.1
H -0.881907 -0.383258 -0.893185 0.1 -0.1 -0.1
H -3.892443 3.755158 -2.968389 0.0 -0.1 0.1
C 3.455015 -1.415352 1.606728 0.4 1.0 0.2
H -2.621935 4.991627 3.339497 0.0 0.0 0.0
H 5.293656 1.041070 0.465824 0.0 -0.1 0.1
H -6.600350 4.099047 -3.844182 -0.1 0.1 0.1
H 6.181616 -4.948632 5.481001 0.0 -0.1 0.0
C -5.791692 4.679984 -3.399547 0.5 -0.1 0.7
C 5.116642 -0.008428 0.237040 -0.3 -0.5 -0.5
C -4.573106 0.048681 -1.491432 0.5 0.7 0.1
N -3.099219 6.249086 -1.135945 0.5 -0.5 0.5
H -5.611032 0.075744 -1.151578 0.0 0.1 -0.1
H 3.159205 -3.575479 3.634791 -0.1 0.0 0.0
C 3.318643 -1.264870 -3.707209 0.5 0.4 -0.3
C 1.567242 -2.682652 -2.926376 -0.2 -0.4 0.7
H 2.966509 -2.186092 4.704448 0.0 0.0 -0.1
H 3.154259 0.525198 0.835406 -0.3 -0.2 -0.1
C -2.399505 5.494411 -0.612172 -0.3 0.5 -0.5
C -5.423493 2.342803 -2.353213 1.4 0.4 0.3
C 4.677526 -3.416547 5.181868 -0.2 0.2 -0.1
H -6.192273 5.483355 -2.780721 -0.2 0.1 -0.3
H 3.400513 -2.447337 1.263351 -0.1 0.0 0.1
C 1.154665 -1.405663 1.766462 -0.1 -2.0 0.0
O 2.304320 -1.034220 2.393046 -0.6 0.2 -1.0
H 1.164207 -3.233598 -2.083105 -0.3 -0.1 -0.2
H -0.641468 -2.094656 -0.398757 0.1 0.1 -0.3
C 5.156221 -4.871253 5.118397 -0.1 0.2 0.2
C -4.209422 1.409666 -2.138874 -0.7 -0.2 -0.1
C -3.667240 -0.301970 -0.280070 -0.7 -0.9 -0.2
H -3.144873 0.590237 0.070431 0.0 0.0 -0.1
H 2.536604 -3.791346 5.275985 0.0 -0.1 0.0
H 4.455642 -1.958946 -1.506834 0.0 0.2 0.4
H 4.301156 -1.279067 2.278836 -0.1 -0.3 0.1
C 3.626843 -0.388388 0.472598 0.7 0.3 0.3
```
Positions in Å, forces in eV/Å.

Atomic partial charges in e from the Mulliken method, atoms 1 to 4: 0.484 0.137 -0.135 0.307

[3]
Density functional theory data (the ωB97M-V functional and the def2-TZVPD basis) for a cluster of 2 separate species, Cl2HN3 in total at a distorted geometry.

Computed properties:
Strongest force on any atom in eV Å⁻¹: 3.167
Energy above the lowest of the compared OMol25 structures with the same formula, charge and spin in kcal/mol: 41.66
Net charge: 0
HOMO-LUMO gap (alpha / beta) in hartree: 0.360 / 0.198

```
6
Properties=species:S:1:pos:R:3:forces:R:3
N -1.080883 -1.442220 -1.066633 -0.2 1.3 0.3
H 0.563926 -1.003600 0.147690 -0.6 0.8 -0.1
N -0.021180 1.658394 0.035158 -1.2 0.9 -0.6
N -0.100168 -1.513677 -0.488694 0.3 -3.1 -0.3
Cl -0.680773 1.545418 1.596230 0.4 -0.3 0.1
Cl 1.319079 0.755686 -0.223751 1.3 0.4 0.5
```
Positions in Å, forces in eV/Å.

Atomic partial charges in e from the Mulliken method, atoms 1 to 4: -0.226 0.335 -0.095 0.065

[4]
Density functional theory data (the ωB97M-V functional and the def2-TZVPD basis) for the ion C9H12BrN2O2 with charge +1 at a distorted geometry.

Computed properties:
Strongest force on any atom in eV Å⁻¹: 5.879
Energy above the lowest of the compared OMol25 structures with the same formula, charge and spin in kcal/mol: 23.46
Net charge: +1
Structure (SMILES): C=CC1=C([N+](=O)[O-])C=C(Br)C[N+]1(C)C
HOMO-LUMO gap (alpha / beta) in hartree: 0.260 / 0.260

```
26
Properties=species:S:1:pos:R:3:forces:R:3
C 0.588858 1.448002 -0.009548 -3.7 -3.2 -0.6
H 1.540053 -2.195746 -0.216565 0.6 0.7 0.5
N -0.111142 -0.980451 -0.058953 1.0 -0.7 -1.7
C -1.930635 0.739013 0.429781 2.2 -0.3 -0.4
C 1.343390 -1.295003 0.395196 -1.4 -1.4 2.9
H 0.619952 -0.596878 -2.017719 1.5 0.3 0.2
H -0.540164 -2.972844 0.134401 0.2 -1.4 -0.8
H -0.815458 -1.183415 -2.123407 -1.3 0.0 0.6
C -1.070182 -2.109912 0.405248 2.8 2.3 2.6
O -0.609295 3.196688 -0.831380 -2.4 1.4 -2.2
C 2.326566 -0.187032 0.270544 0.7 0.9 -1.5
C -0.562242 0.468333 0.024584 4.8 3.3 0.6
Br 4.147656 -0.823087 0.209105 -1.1 0.5 0.2
H 1.237739 -1.705743 1.477618 0.5 0.9 -1.5
H -2.541766 -0.098221 0.372999 -1.4 -1.1 0.0
C 0.051151 -1.335795 -1.496904 -1.8 3.1 -2.1
N 0.328223 2.938123 -0.180412 -0.1 -4.3 0.6
H -3.312000 1.784052 1.431975 0.4 1.0 -0.1
H -1.618885 2.693521 1.020494 -0.8 0.1 0.7
H 2.782753 1.921543 -0.275958 -1.7 -1.8 0.6
C -2.301432 1.854625 1.018369 -1.0 -0.1 0.2
H -0.972694 -2.104733 1.523345 -1.3 0.2 -0.9
H -1.939488 -1.889529 -0.132999 -1.6 -0.4 -0.1
O 1.053852 3.643578 0.397674 2.3 2.3 1.5
C 1.981744 1.095106 -0.047844 1.8 -0.3 0.3
H 0.323453 -2.304204 -1.719643 1.0 -2.1 0.2
```
Positions in Å, forces in eV/Å.

Atomic partial charges in e from the Mulliken method, atoms 1 to 4: 0.634 0.480 -0.021 -0.422